No. 1
This record from the OMol25 dataset describes a molecular structure, C32H34BN6TeV in a non-equilibrium geometry. The level of theory is ωB97M-V/def2-TZVPD.

```
75
Properties=species:S:1:pos:R:3:mulliken_spin:R:1
V -0.200 -0.114 0.019 2.94
C 1.781 4.661 1.201 0.00
C 0.943 3.684 0.469 0.05
C 0.099 3.906 -0.605 0.02
C -0.408 2.647 -0.956 -0.01
N 0.098 1.745 -0.106 -0.08
N 0.914 2.363 0.747 0.00
B 1.839 1.475 1.600 0.02
N 0.976 0.561 2.482 0.00
N 0.170 -0.294 1.860 -0.09
C -0.385 -1.104 2.770 0.02
C 0.080 -0.726 4.036 0.01
C 0.958 0.323 3.811 0.04
C 1.787 1.064 4.789 0.00
C -1.267 -2.176 2.338 0.01
C -2.300 -2.645 3.150 0.01
C -3.121 -3.664 2.703 0.00
C -2.926 -4.225 1.451 0.00
C -1.910 -3.758 0.630 0.01
C -1.080 -2.738 1.068 0.11
N 2.515 0.524 0.590 0.03
N 1.788 -0.266 -0.222 -0.13
C 2.642 -1.000 -0.955 0.00
C 3.953 -0.655 -0.585 0.01
C 3.830 0.311 0.393 0.03
C 4.910 1.009 1.131 0.00
C 2.257 -1.979 -1.965 0.01
C 0.925 -2.305 -2.236 -0.07
C 0.603 -3.235 -3.207 0.02
C 1.605 -3.865 -3.929 0.01
C 2.930 -3.560 -3.668 0.00
C 3.252 -2.630 -2.701 0.00
C -1.287 2.234 -2.034 0.01
C -2.160 3.128 -2.657 0.00
C -3.004 2.689 -3.660 0.00
C -3.001 1.359 -4.051 0.00
C -2.132 0.461 -3.447 0.03
C -1.276 0.897 -2.449 0.10
H 1.561 5.668 0.860 0.00
H 2.834 4.456 1.024 0.00
H 1.599 4.598 2.271 0.00
H -0.095 4.845 -1.082 0.00
H 2.606 2.107 2.226 0.00
H -0.163 -1.172 4.980 0.00
H 1.568 0.715 5.795 0.00
H 1.594 2.133 4.732 0.00
H 2.844 0.904 4.581 0.00
H -2.456 -2.193 4.118 0.00
H -3.917 -4.030 3.334 0.00
H -3.560 -5.034 1.118 0.00
H -1.760 -4.199 -0.345 0.00
H -0.208 -2.443 0.477 -0.10
H 4.875 -1.045 -0.963 0.00
H 5.874 0.655 0.777 0.00
H 4.832 0.812 2.198 0.00
H 4.851 2.085 0.980 0.00
H 0.116 -1.829 -1.673 0.10
H -0.434 -3.472 -3.402 0.00
H 1.353 -4.591 -4.686 0.00
H 3.719 -4.048 -4.221 0.00
H 4.289 -2.407 -2.516 0.00
H -2.185 4.160 -2.346 0.00
H -3.684 3.384 -4.127 0.00
H -3.670 1.026 -4.829 0.00
H -2.117 -0.574 -3.762 0.00
H -0.528 0.213 -2.026 -0.10
C -3.571 2.087 0.330 0.01
Te -2.821 0.122 0.809 -0.03
C -4.021 -0.936 -0.629 0.01
H -4.545 2.223 0.787 0.00
H -3.650 2.231 -0.741 0.00
H -2.881 2.819 0.741 0.00
H -3.781 -0.600 -1.635 0.00
H -5.075 -0.780 -0.435 0.00
H -3.794 -1.993 -0.525 0.00
```

## Properties
F_max: 3.9 eV/Å
DFT total energy: -2805.152566 Eh
spin multiplicity: 4
frontier orbital gap (spin up / spin down): 8.10 / 8.47 eV
charge: +1
HOMO (spin up / spin down): -10.1 / -10.9 eV


No. 2
This record from the OMol25 dataset describes a molecular structure, C32H34CoN6OS3. The level of theory is ωB97M-V/def2-TZVPD.

```
77
Properties=species:S:1:pos:R:3:mulliken_spin:R:1
Co 0.204 -0.164 -0.123 2.69
S 1.658 -3.173 -1.969 0.01
C 2.079 -2.894 -0.351 0.00
C 2.699 -3.955 0.399 0.00
C 3.213 -3.757 1.644 0.00
C 3.136 -2.471 2.210 0.00
C 2.464 -1.518 1.492 0.00
N 1.877 -1.693 0.284 0.03
H 2.769 -4.912 -0.098 0.00
H 3.696 -4.570 2.177 0.00
H 3.569 -2.225 3.171 0.00
H 2.383 -0.523 1.903 0.01
S -1.203 2.661 2.733 0.01
C -1.861 2.657 1.154 0.00
S -1.979 1.241 0.124 0.09
C -2.400 3.849 0.623 0.01
C -2.446 5.064 1.372 0.00
N -2.517 6.086 1.909 0.00
C -2.945 3.944 -0.695 -0.01
N -3.371 4.096 -1.760 0.00
C -0.503 -2.688 5.345 0.00
N -1.140 -1.598 4.601 0.00
N -0.199 -0.741 4.012 0.01
C -0.469 -0.612 2.661 -0.02
O 0.218 0.039 1.885 0.05
C -1.673 -1.381 2.421 0.00
C -1.992 -1.986 3.571 0.00
C -3.076 -2.968 3.842 0.00
C 0.501 0.171 4.845 0.00
C 0.133 0.299 6.180 0.00
C 0.838 1.151 7.018 0.00
C 1.900 1.895 6.532 0.00
C 2.225 1.802 5.185 0.00
C 1.538 0.949 4.338 0.00
H 0.213 -2.269 6.047 0.00
H 0.020 -3.376 4.670 0.00
H -1.268 -3.223 5.905 0.00
H -2.192 -1.418 1.477 0.00
H -3.696 -3.072 2.954 0.00
H -3.700 -2.636 4.673 0.00
H -2.670 -3.949 4.091 0.00
H -0.733 -0.234 6.546 0.00
H 0.532 1.249 8.053 0.00
H 2.447 2.564 7.183 0.00
H 3.016 2.416 4.774 0.00
H 1.748 0.940 3.282 0.00
C -2.700 -2.201 -5.677 0.00
C -2.253 -2.140 -4.236 -0.01
C -2.728 -3.066 -3.316 0.03
C -2.290 -2.998 -1.991 0.01
C -2.760 -4.000 -0.965 0.00
C -1.408 -2.009 -1.625 0.05
C -0.904 -1.033 -2.520 -0.08
C -1.363 -1.145 -3.849 0.03
N -0.036 -0.120 -2.010 0.05
C 0.533 0.989 -2.780 -0.01
C 1.356 1.801 -1.771 0.02
C 1.493 0.488 -3.870 0.00
C -0.529 1.934 -3.356 0.01
H -3.371 -3.045 -5.844 0.00
H -1.843 -2.311 -6.347 0.00
H -3.225 -1.287 -5.963 0.00
H -3.419 -3.844 -3.626 0.00
H -3.361 -4.784 -1.430 0.00
H -3.373 -3.518 -0.197 0.00
H -1.909 -4.471 -0.466 0.00
H -1.038 -2.014 -0.597 0.00
H -1.017 -0.460 -4.608 0.01
H 2.043 1.138 -1.227 0.01
H 0.696 2.310 -1.059 -0.01
H 1.960 2.557 -2.277 0.00
H 2.190 -0.236 -3.441 0.00
H 2.053 1.332 -4.287 0.00
H 0.970 -0.007 -4.689 0.00
H -1.231 2.227 -2.573 -0.01
H -1.099 1.483 -4.166 0.00
H -0.048 2.837 -3.746 0.00
```

## Properties
F_max: 0.6 eV/Å
DFT total energy: -4220.949358 Eh
spin multiplicity: 4
energy relative to the best compared isomer or geometry (same formula, charge and spin): 39.53 kcal per mole
frontier orbital gap (spin up / spin down): 5.34 / 5.29 eV
charge: -2
HOMO (spin up / spin down): -1.5 / -1.4 eV


No. 3
This record from the OMol25 dataset describes a molecular structure, C32H34IN11O10P2SW. The level of theory is ωB97M-V/def2-TZVPD.

```
92
Properties=species:S:1:pos:R:3:lowdin_charge:R:1
W -0.052 -0.208 0.474 1.80
C 3.462 1.986 2.918 0.00
C 2.387 2.861 2.354 -0.24
N 2.306 4.111 2.759 0.14
C 1.337 4.906 2.280 -0.08
C 0.440 4.527 1.312 -0.13
C -0.660 5.459 0.876 -0.19
O -1.946 4.877 1.029 -0.07
C 0.513 3.191 0.849 -0.07
C -0.442 2.767 -0.148 -0.03
N -0.855 1.579 -0.446 -0.06
C -2.072 1.547 -1.239 -0.30
C -3.069 2.464 -0.920 -0.02
C -4.233 2.519 -1.670 -0.05
C -4.418 1.647 -2.728 -0.07
C -3.446 0.706 -3.024 -0.14
C -2.275 0.651 -2.283 -0.61
I -0.914 -0.852 -2.691 1.29
C 1.458 2.343 1.416 -0.26
O 1.507 1.061 1.098 -0.28
H 4.041 2.564 3.634 0.09
H 4.133 1.626 2.136 0.08
H 3.043 1.112 3.420 0.07
H 1.293 5.906 2.696 0.12
H -0.580 5.707 -0.185 0.13
H -0.569 6.397 1.431 0.12
H -2.024 4.456 1.897 0.07
H -0.937 3.578 -0.671 0.14
H -2.945 3.115 -0.065 0.09
H -4.998 3.237 -1.407 0.11
H -5.327 1.681 -3.314 0.11
H -3.596 0.002 -3.831 0.09
C 3.037 -1.622 -3.574 -0.06
C 3.192 -1.506 -2.062 -0.57
O 4.477 -2.002 -1.724 -0.03
P 3.070 0.254 -1.555 0.47
O 3.700 0.302 -0.100 -0.11
O 4.159 0.911 -2.501 -0.08
O 1.712 0.851 -1.619 -0.35
P 1.867 -2.490 -1.206 0.41
O 2.628 -3.363 -0.149 -0.12
O 0.941 -3.135 -2.142 -0.34
O 1.160 -1.411 -0.259 -0.55
H 3.905 -1.163 -4.044 0.09
H 2.134 -1.119 -3.917 0.07
H 2.980 -2.671 -3.857 0.09
H 4.502 -2.214 -0.782 0.09
H 2.981 0.525 0.538 0.03
H 4.317 1.849 -2.333 0.10
H 2.188 -3.255 0.739 0.04
N 0.445 0.352 4.031 0.18
C -0.574 1.044 3.432 -0.45
N -1.314 1.952 4.028 0.08
N -2.198 2.324 3.080 -0.04
N -2.015 1.683 1.990 -0.01
N -0.948 0.849 2.166 -0.09
C 0.895 -0.822 3.494 -0.45
N 1.592 -1.699 4.180 0.08
N 1.895 -2.659 3.289 -0.01
N 1.431 -2.385 2.138 -0.07
N 0.740 -1.195 2.215 -0.08
H 0.528 0.447 5.032 0.16
O -1.533 -0.993 0.388 -0.40
S -0.687 -4.374 0.707 0.88
C -1.386 -4.930 2.288 -0.40
C -2.541 -4.101 2.794 -0.28
C -2.440 -2.721 2.956 -0.06
C -3.507 -1.985 3.438 -0.07
C -4.700 -2.617 3.774 -0.09
C -4.807 -3.991 3.627 -0.08
C -3.733 -4.727 3.140 -0.05
C -2.147 -4.536 -0.357 -0.41
C -2.692 -5.938 -0.445 -0.30
C -4.026 -6.186 -0.147 -0.06
C -4.546 -7.472 -0.231 -0.09
C -3.730 -8.526 -0.610 -0.10
C -2.394 -8.287 -0.908 -0.08
C -1.879 -7.004 -0.825 -0.05
H -0.547 -4.923 2.986 0.08
H -1.710 -5.963 2.158 0.08
H -1.517 -2.230 2.685 0.07
H -3.416 -0.910 3.549 0.10
H -5.536 -2.041 4.148 0.10
H -5.729 -4.496 3.889 0.10
H -3.824 -5.800 3.021 0.11
H -1.812 -4.186 -1.335 0.07
H -2.916 -3.855 0.011 0.08
H -4.662 -5.364 0.164 0.11
H -5.587 -7.648 0.007 0.10
H -4.131 -9.529 -0.674 0.10
H -1.751 -9.106 -1.204 0.10
H -0.834 -6.817 -1.042 0.11
```

## Properties
F_max: 0.8 eV/Å
DFT total energy: -4040.523367 Eh
spin multiplicity: 1
energy relative to the best compared isomer or geometry (same formula, charge and spin): 0.00 kcal per mole
frontier orbital gap: 5.93 eV
HOMO: -8.3 eV